Entry 1:
{"formula": "C15H16BrN3O2", "method": "the ωB97M-V functional and the def2-TZVPD basis", "species": ["Br", "O", "O", "N", "N", "N", "C", "C", "C", "C", "C", "C", "C", "C", "C", "C", "C", "C", "C", "C", "C", "H", "H", "H", "H", "H", "H", "H", "H", "H", "H", "H", "H", "H", "H", "H", "H"], "positions_angstrom": [[-7.17015, -1.25480, -0.33828], [-0.78898, 1.31925, -1.96299], [5.29845, -1.00000, -0.58137], [2.52219, -1.14799, -0.10475], [-0.75777, 1.21141, 0.30997], [0.86919, 0.11723, -1.00821], [1.45416, -0.34569, 0.07929], [-4.36536, 1.79481, -0.31375], [-0.22785, 0.88108, -0.98565], [3.46501, -1.54836, 0.91259], [-5.53874, 1.08165, -0.46761], [-3.26052, -0.16578, 0.50269], [4.37857, -0.60702, -1.57942], [4.77947, -0.77827, 0.70589], [-4.42670, -0.89437, 0.34781], [-1.96127, 2.00408, 0.35021], [0.93316, -0.04069, 1.37623], [-5.55797, -0.26175, -0.13373], [-0.17710, 0.73777, 1.42278], [3.05257, -1.36022, -1.43786], [-3.21719, 1.18224, 0.17493], [2.32076, -0.99473, -2.15635], [-2.00286, 2.54391, 1.30312], [3.22281, -2.43279, -1.57517], [-6.42725, 1.56090, -0.84874], [-1.89917, 2.72646, -0.46975], [3.08171, -1.36627, 1.91338], [4.18902, 0.47439, -1.51125], [4.59492, 0.29694, 0.86088], [-0.63643, 1.01322, 2.36451], [4.85338, -0.83225, -2.53471], [-2.37881, -0.66627, 0.87550], [3.66039, -2.62067, 0.79675], [5.54215, -1.11977, 1.40785], [-4.34076, 2.84035, -0.58156], [-4.45391, -1.94353, 0.59903], [1.37089, -0.40446, 2.28776]], "atomic_forces_ev_per_a": [[0.16, 0.10, 0.01], [-0.32, 0.20, -0.31], [0.15, -0.07, 0.00], [0.08, -0.08, 0.00], [0.22, -0.06, -0.30], [0.68, -0.42, -0.12], [-0.55, 0.20, -0.21], [0.13, -0.10, 0.09], [-0.37, 0.30, 0.60], [0.41, 0.15, 0.18], [-0.11, -0.07, 0.00], [0.04, 0.15, -0.02], [-0.32, -0.11, -0.18], [-0.19, -0.15, 0.27], [-0.16, -0.05, -0.02], [-0.30, 0.27, -0.11], [-0.05, 0.05, 0.26], [-0.16, -0.12, 0.00], [0.39, -0.17, 0.10], [0.29, 0.15, -0.39], [-0.04, 0.00, -0.04], [0.15, -0.14, 0.00], [0.10, -0.05, -0.11], [-0.01, 0.04, -0.02], [-0.06, 0.02, -0.03], [-0.01, -0.06, 0.23], [-0.01, -0.04, -0.03], [0.01, -0.06, -0.03], [0.02, -0.08, 0.02], [-0.02, 0.01, -0.03], [-0.08, 0.06, 0.01], [0.08, -0.05, 0.00], [-0.02, 0.07, 0.09], [-0.08, 0.05, 0.03], [0.01, 0.13, -0.06], [-0.02, -0.07, 0.01], [-0.01, 0.00, 0.09]], "gap_ev": 9.268, "total_energy_ha": -3469.973768, "lumo_ha": 0.020, "homo_ev": -8.728}



Entry 2:
{"formula": "C20H27N3O4", "method": "the ωB97M-V functional and the def2-TZVPD basis", "species": ["O", "O", "O", "O", "N", "N", "N", "C", "C", "C", "C", "C", "C", "C", "C", "C", "C", "C", "C", "C", "C", "C", "C", "C", "C", "C", "C", "H", "H", "H", "H", "H", "H", "H", "H", "H", "H", "H", "H", "H", "H", "H", "H", "H", "H", "H", "H", "H", "H", "H", "H", "H", "H", "H"], "positions_angstrom": [[0.36464, -1.48758, -0.61507], [6.03062, 1.79828, -0.47507], [0.99419, 0.70947, -0.98634], [-0.59131, 2.47494, 1.64175], [-3.77911, 1.63164, -1.31936], [-3.22353, 1.64347, 0.84008], [-0.73043, 2.63244, -0.61524], [-5.36059, -0.31157, -1.18249], [-2.03703, 3.26780, -0.61513], [1.49444, 0.55025, 1.34256], [1.37126, -0.64712, -1.08411], [-4.63553, -0.32001, 1.57011], [0.85320, 1.12245, 0.32445], [5.87739, 0.66880, 0.34843], [-0.20228, 2.14650, 0.53175], [3.80762, -0.11405, -0.91406], [-3.06514, 2.20608, -0.39541], [2.66207, -0.92546, -0.29883], [5.19135, -0.49953, -0.36605], [-5.52130, -1.24238, 1.05113], [-4.46235, 0.62463, -0.68306], [-4.11009, 0.61132, 0.68933], [2.44732, -0.59025, 1.18875], [-1.89014, -2.26936, -0.61307], [-5.87692, -1.23649, -0.29962], [-0.86996, -1.38838, -1.31171], [1.94079, -1.79847, 1.98457], [-5.95159, -1.98797, 1.70316], [-6.57565, -1.97897, -0.65631], [-0.72296, -1.70636, -2.35477], [1.76966, -1.52001, 3.02168], [-2.19978, 3.76315, -1.57068], [-5.63412, -0.30573, -2.22541], [5.27384, 1.01315, 1.19145], [-1.21905, -0.34767, -1.31830], [5.10979, -1.33232, 0.33329], [-2.84883, -2.19015, -1.11773], [-1.55950, -3.30416, -0.62071], [5.83595, -0.82715, -1.18557], [2.67388, -2.60168, 1.95692], [3.63297, 0.94786, -0.72989], [1.01061, -2.15809, 1.55526], [6.52080, 1.54253, -1.26450], [1.52970, -0.80000, -2.16724], [-2.69113, 1.89989, 1.65926], [-0.41997, 2.20070, -1.47387], [6.85405, 0.33880, 0.73455], [-4.36001, -0.32361, 2.61399], [-2.05965, 3.99438, 0.20161], [3.78776, -0.25882, -1.99615], [-2.01095, -1.94901, 0.41834], [2.87464, -1.99296, -0.40407], [1.29247, 0.91406, 2.33749], [3.40786, -0.28725, 1.61987]], "atomic_forces_ev_per_a": [[0.15, 0.03, 0.11], [0.06, 0.33, -0.39], [-0.06, 0.43, 0.28], [-0.07, 0.10, 0.21], [0.18, 0.45, -0.48], [0.01, 0.14, 0.07], [0.16, 0.05, -0.29], [0.05, 0.04, 0.05], [0.03, 0.02, 0.27], [-0.04, 0.31, -0.32], [0.39, -0.68, -0.39], [0.04, 0.00, 0.14], [0.33, -0.43, 0.36], [0.12, -0.57, 0.17], [0.03, 0.07, -0.25], [-0.10, -0.21, 0.08], [-0.08, 0.07, -0.01], [-0.22, 0.29, -0.18], [-0.06, 0.50, 0.08], [0.03, -0.03, 0.15], [0.12, -0.16, 0.75], [-0.38, -0.26, -0.53], [-0.07, -0.29, -0.15], [0.38, 0.20, -0.16], [-0.12, -0.11, -0.15], [-0.32, 0.03, -0.10], [0.05, 0.16, -0.02], [-0.03, -0.05, 0.06], [-0.06, -0.05, -0.03], [-0.01, 0.07, 0.08], [-0.02, -0.03, 0.15], [-0.03, -0.05, 0.11], [-0.03, 0.00, -0.13], [0.03, -0.09, 0.01], [0.04, -0.10, -0.02], [0.06, -0.12, 0.04], [-0.14, -0.01, -0.02], [-0.01, -0.15, 0.00], [0.06, -0.08, 0.04], [0.08, -0.10, 0.02], [-0.03, 0.03, -0.09], [-0.06, -0.05, 0.04], [-0.01, 0.04, 0.07], [-0.05, 0.04, 0.26], [0.05, -0.01, -0.08], [-0.03, -0.03, 0.10], [-0.15, 0.05, 0.05], [0.00, -0.04, 0.11], [-0.03, 0.01, -0.19], [-0.02, 0.10, -0.03], [-0.07, 0.04, 0.11], [0.00, 0.00, -0.01], [-0.13, 0.12, 0.08], [-0.01, 0.00, -0.02]], "gap_ev": 9.215, "total_energy_ha": -1243.574718, "e_above_lowest_kj_mol": 189.0, "lumo_ha": 0.027, "homo_ev": -8.484}



Entry 3:
{"formula": "C7H9FN2O3", "method": "the ωB97M-V functional and the def2-TZVPD basis", "species": ["F", "O", "O", "O", "N", "N", "C", "C", "C", "C", "C", "C", "C", "H", "H", "H", "H", "H", "H", "H", "H", "H"], "positions_angstrom": [[-0.59791, -1.09353, 2.64669], [1.68076, -2.02512, 1.22957], [1.69388, 0.63340, -2.05314], [-1.35790, -2.03712, 0.16985], [-0.07743, -0.72179, -1.25287], [1.67185, -0.00192, 0.03307], [-0.28085, 1.22629, 1.86935], [1.14200, 0.05208, -1.16100], [-0.88895, 1.82653, 0.57993], [-0.68751, -1.16328, -2.46701], [-0.48131, -1.36340, -0.16443], [0.08689, -0.23348, 1.78324], [1.16760, -0.92216, 1.06571], [-1.71690, -1.09719, -2.44804], [-0.29771, -0.49426, -3.27334], [-0.32674, 1.57596, -0.27679], [2.65162, 0.37153, 0.25725], [-0.98490, 1.31913, 2.82311], [-1.91063, 1.68698, 0.44795], [-0.72207, 2.93360, 0.54489], [-0.39878, -2.27623, -2.53730], [0.63499, 1.80398, 2.18330]], "atomic_forces_ev_per_a": [[1.01, 1.62, -1.26], [-0.11, 0.52, 0.25], [-0.97, 0.24, -1.56], [-0.85, -1.60, -0.18], [0.70, 0.35, 0.86], [2.41, 0.01, 3.96], [-0.63, 0.29, 1.76], [0.68, -0.40, -1.15], [1.87, 2.30, 1.29], [2.96, -1.36, -1.79], [0.12, 3.05, 2.08], [-0.20, -3.06, -0.34], [-0.70, 0.65, 0.48], [-2.20, 0.28, 0.35], [-0.14, -1.00, 0.43], [0.31, -0.77, -0.87], [-2.16, -0.69, -1.22], [1.21, -0.23, -2.20], [-1.75, -0.68, -0.17], [-0.34, -0.65, 0.59], [-0.46, 1.70, -0.75], [-0.73, -0.58, -0.53]], "gap_ev": 8.275, "total_energy_ha": -707.144753, "lumo_ha": -0.013, "homo_ev": -8.618}



Entry 4:
{"formula": "C14H16", "method": "the ωB97M-V functional and the def2-TZVPD basis", "species": ["C", "C", "C", "C", "C", "C", "C", "C", "C", "C", "C", "C", "C", "C", "H", "H", "H", "H", "H", "H", "H", "H", "H", "H", "H", "H", "H", "H", "H", "H"], "positions_angstrom": [[3.03881, -0.37971, 0.51720], [0.53997, 0.16587, 3.33941], [-1.18013, 1.06501, -1.41803], [-0.81231, -0.95741, -2.63213], [0.95618, 1.41846, 1.20295], [-2.09587, 0.42084, -0.61247], [2.41349, -0.47049, 1.74284], [1.27494, 0.36962, 2.06773], [-3.28326, -1.65316, 0.14693], [-1.72345, -1.60816, -1.83401], [-0.58075, 0.42115, -2.48952], [-2.42990, -0.90434, -0.85046], [2.75689, 0.73626, -0.25652], [1.82464, 1.73302, 0.20892], [-3.30706, -1.10077, 1.08105], [0.83514, 0.99578, 4.01259], [0.05300, 1.97051, 1.43981], [-2.51740, 0.91444, 0.25847], [2.72003, -1.25014, 2.42748], [1.88035, 2.70257, -0.25500], [-4.28022, -1.71486, -0.29793], [0.86258, -0.74174, 3.83969], [-0.50565, 0.43081, 3.21062], [3.28186, 0.88171, -1.19703], [-2.89018, -2.64597, 0.34778], [-0.23303, -1.44548, -3.40603], [3.74190, -1.11907, 0.16672], [0.15799, 0.88000, -3.14000], [-1.00025, 2.12993, -1.31038], [-1.87972, -2.67741, -1.93575]], "atomic_forces_ev_per_a": [[-0.31, 0.07, 0.44], [0.91, 1.17, -0.15], [0.02, 1.03, -0.90], [0.43, 0.85, -0.62], [-0.53, 0.26, 0.49], [-0.12, -0.18, 0.17], [-0.05, -0.45, -0.43], [0.52, -0.62, 0.18], [-0.14, 0.48, -0.78], [-0.33, -0.02, 0.03], [0.23, -1.08, 0.56], [1.13, -0.73, 0.97], [0.18, 0.37, 0.13], [0.38, -0.32, -0.59], [-0.29, 0.01, 0.10], [0.28, -0.17, -0.09], [0.34, 0.45, -0.12], [-0.12, 0.13, -0.21], [-0.16, -0.01, 0.12], [-0.54, 0.12, -0.32], [-0.12, -0.26, 0.48], [-0.72, -0.20, -0.01], [-0.37, -0.82, 0.03], [-0.15, 0.11, 0.12], [-0.09, -0.11, -0.13], [-0.23, -0.38, 0.06], [0.12, -0.03, 0.16], [-0.27, 0.24, 0.11], [0.04, -0.01, 0.27], [-0.03, 0.09, -0.06]], "total_charge": 1, "gap_ev": [7.716, 3.826], "total_energy_ha": -542.736473, "multiplicity": 2, "e_above_lowest_kj_mol": 44.9, "lumo_ha": [-0.152, -0.291], "homo_ev": [-11.846, -11.749]}



Looking at max |F| for the records above, in order, we have 0.81 0.87 4.63 1.66 eV/A.